{
  "formula": "C43H39GeN2OPRhS",
  "method": "wB97M-V/def2-TZVPD",
  "species": ["Rh", "C", "C", "C", "C", "C", "O", "C", "N", "C", "C", "C", "C", "C", "C", "P", "C", "C", "C", "C", "C", "C", "C", "C", "C", "C", "C", "C", "H", "H", "H", "H", "H", "H", "H", "H", "H", "H", "H", "H", "H", "H", "H", "H", "H", "H", "H", "H", "H", "H", "H", "H", "S", "C", "N", "C", "C", "C", "C", "C", "C", "Ge", "C", "C", "C", "C", "C", "C", "C", "C", "C", "C", "C", "C", "H", "H", "H", "H", "H", "H", "H", "H", "H", "H", "H", "H", "H", "H", "H"],
  "xyz": [[0.04794, 0.01301, 0.33036], [2.92252, 0.06606, 1.56651], [3.55405, -0.07539, 0.18875], [5.02224, -0.47713, 0.34658], [2.78548, -1.09944, -0.62947], [3.43955, -1.50759, -1.95886], [2.38440, -1.35253, -2.95194], [1.34482, -0.80441, -2.35830], [1.45982, -0.59563, -1.09248], [0.20848, -0.47466, -3.22443], [0.47967, -0.18489, -4.55572], [-0.54728, 0.17905, -5.41607], [-1.84899, 0.22791, -4.94966], [-2.13190, -0.10323, -3.62934], [-1.11176, -0.46588, -2.75873], [-1.51884, -0.95477, -1.06757], [-1.11005, -2.69700, -0.86262], [-0.52375, -3.47032, -1.86316], [-0.24661, -4.80769, -1.61775], [-0.55624, -5.37300, -0.38805], [-1.13978, -4.60295, 0.61275], [-1.40909, -3.26442, 0.38215], [-3.29499, -0.83485, -0.90174], [-3.88274, 0.41007, -0.67408], [-5.25885, 0.54405, -0.71986], [-6.04946, -0.57007, -0.97965], [-5.46669, -1.81671, -1.16987], [-4.08826, -1.96044, -1.12660], [3.37195, 0.88448, 2.12511], [3.03208, -0.85736, 2.14123], [1.84415, 0.30120, 1.50940], [3.49831, 0.88625, -0.32913], [5.11092, -1.50653, 0.70648], [5.50240, 0.17177, 1.07916], [5.58257, -0.38556, -0.58365], [2.60329, -1.97509, 0.00236], [3.76879, -2.54048, -1.98380], [4.26112, -0.85705, -2.24574], [1.49809, -0.23864, -4.91576], [-0.32525, 0.42585, -6.44582], [-2.65634, 0.51250, -5.61136], [-3.16001, -0.10463, -3.29458], [-0.30738, -3.04949, -2.83759], [0.21773, -5.40865, -2.38889], [-0.35551, -6.42196, -0.21160], [-1.37724, -5.04499, 1.57155], [-1.86565, -2.65939, 1.15545], [-3.26024, 1.26601, -0.46160], [-5.71569, 1.51170, -0.55889], [-7.12591, -0.46704, -1.02590], [-6.08689, -2.68279, -1.35962], [-3.64206, -2.93442, -1.27680], [0.55747, -2.23826, 4.21451], [0.03240, -1.39446, 2.99462], [-0.38116, -0.73874, 2.08536], [-1.38431, 5.18587, -3.07435], [-0.21439, 5.47508, -2.38526], [0.13666, 4.73805, -1.26101], [-0.69140, 3.69854, -0.82599], [-1.88568, 3.43979, -1.50337], [-2.22837, 4.17677, -2.62722], [-0.10392, 2.48651, 0.58622], [1.58721, 3.09552, 1.28490], [2.66925, 3.30949, 0.42637], [3.89394, 3.71020, 0.94154], [4.04782, 3.86295, 2.31640], [2.97984, 3.62199, 3.17412], [1.75239, 3.22010, 2.66477], [-1.55367, 2.71179, 1.90173], [-1.59619, 3.90085, 2.62596], [-2.47734, 4.02817, 3.69209], [-3.33616, 2.98929, 4.02231], [-3.33180, 1.81906, 3.27728], [-2.45089, 1.68501, 2.21008], [-1.65267, 5.76673, -3.94762], [0.42727, 6.28084, -2.71904], [1.04158, 4.98624, -0.72247], [-2.56299, 2.68391, -1.13595], [-3.15907, 3.97664, -3.14424], [2.55377, 3.18038, -0.64447], [4.72391, 3.91137, 0.27492], [5.00301, 4.17354, 2.71939], [3.10454, 3.74807, 4.24213], [0.92722, 3.02290, 3.34011], [-0.94745, 4.73068, 2.36461], [-2.49682, 4.94911, 4.26153], [-4.02982, 3.10305, 4.84536], [-4.00937, 1.01115, 3.52643], [-2.46137, 0.77035, 1.63564]],
  "mulliken_spin": [0.66, 0.00, 0.00, 0.00, -0.01, 0.00, 0.01, 0.00, 0.01, -0.02, 0.01, 0.00, 0.00, 0.00, 0.02, -0.09, -0.02, -0.01, 0.00, 0.00, 0.00, 0.01, -0.01, 0.01, 0.00, 0.00, 0.00, 0.00, 0.00, 0.00, 0.00, 0.00, 0.00, 0.00, 0.00, 0.01, 0.00, 0.00, 0.00, 0.00, 0.00, 0.00, 0.00, 0.00, 0.00, 0.00, 0.00, -0.01, 0.00, 0.00, 0.00, 0.00, 0.34, -0.05, 0.13, 0.00, 0.00, 0.00, 0.02, -0.01, 0.00, -0.01, 0.00, -0.01, 0.00, 0.00, 0.00, 0.00, -0.01, 0.00, 0.00, 0.00, -0.01, 0.01, 0.00, 0.00, 0.00, 0.00, 0.00, 0.00, 0.00, 0.00, 0.00, 0.00, 0.00, 0.00, 0.00, 0.00, 0.02],
  "orbital_gap_ha": [0.232, 0.195],
  "total_charge": 2,
  "spin_multiplicity": 2,
  "e_lumo_ev": [-7.31, -8.30],
  "e_above_lowest_kj_mol": 137.4
}



{
  "formula": "C43H39N6O2RhS2Si",
  "method": "wB97M-V/def2-TZVPD",
  "species": ["Rh", "C", "S", "C", "S", "N", "N", "C", "C", "C", "C", "C", "C", "N", "H", "H", "H", "H", "H", "H", "H", "H", "N", "C", "O", "C", "C", "N", "C", "N", "H", "H", "C", "C", "C", "C", "C", "C", "C", "C", "C", "C", "C", "C", "C", "C", "C", "H", "H", "H", "H", "H", "H", "H", "H", "H", "H", "C", "C", "C", "C", "Si", "O", "C", "C", "C", "C", "C", "C", "C", "C", "C", "C", "C", "C", "H", "H", "H", "H", "H", "H", "H", "H", "H", "H", "H", "H", "H", "H", "H", "H", "H", "H", "H"],
  "xyz": [[-0.21880, 0.61944, 0.03099], [4.64930, -0.09964, 2.58044], [2.94269, -0.43357, 3.24887], [2.05359, 0.17664, 1.85540], [0.33974, 0.08994, 2.26872], [2.64033, 0.51452, 0.62510], [1.72207, 0.72048, -0.28272], [2.09219, 0.97820, -1.56336], [1.05959, 1.11105, -2.53416], [1.24185, 1.42668, -3.86446], [0.07925, 1.63477, -4.69839], [-1.15856, 1.41368, -4.10272], [-1.26414, 1.26039, -2.71909], [-0.17299, 1.00621, -1.96812], [4.85388, 0.97093, 2.59741], [4.63628, -0.35528, 1.50056], [5.38499, -0.56556, 3.25864], [3.11916, 0.81583, -1.89558], [2.24033, 1.32895, -4.22009], [0.12785, 2.08952, -5.68277], [-1.93153, 1.26025, -4.83566], [-2.16638, 1.22970, -2.09796], [-3.05807, -1.23641, 0.23636], [-3.09191, 0.03311, 0.60170], [-2.25344, 0.93010, 0.20832], [-4.11250, 0.39566, 1.60270], [-4.37248, 1.74967, 1.87345], [-4.44944, 2.84263, 2.27008], [-4.74619, -0.66694, 2.22877], [-5.30164, -1.64129, 2.61964], [-2.22624, -1.40777, -0.38364], [-3.65205, -1.98970, 0.50066], [-0.07907, 2.45042, 0.69123], [0.03053, 3.55033, 1.27608], [-0.01899, 4.73988, 1.96873], [-1.19608, 5.55790, 1.85561], [-1.62887, 6.58356, 2.75740], [-2.93804, 6.99327, 2.72588], [-3.88299, 6.40036, 1.95264], [-3.51187, 5.46355, 1.00989], [-2.23278, 5.04849, 0.89240], [1.17678, 5.09360, 2.61671], [1.63056, 6.49940, 2.79899], [2.82755, 6.72549, 3.42126], [3.70659, 5.62817, 3.83358], [3.10398, 4.34625, 3.73891], [1.93875, 4.07831, 3.09981], [-0.90782, 6.93114, 3.45748], [-3.19371, 7.81178, 3.34901], [-4.90559, 6.74921, 1.98569], [-4.27635, 5.14910, 0.35485], [-1.86027, 4.36962, 0.15236], [1.00649, 7.34776, 2.55029], [3.19795, 7.66396, 3.63035], [4.71538, 5.84278, 4.16396], [3.63209, 3.48709, 4.26451], [1.70441, 3.02160, 2.92989], [1.86604, -3.64693, 1.15096], [0.50616, -4.20021, 0.60973], [0.58681, -5.77447, 0.45829], [-0.47458, -3.93807, 1.76254], [-0.06742, -3.28423, -0.98217], [-0.34975, -1.72943, -0.85348], [-1.43564, -4.22976, -1.79143], [-2.32979, -5.19978, -1.25849], [-3.32976, -5.70355, -2.02309], [-3.65781, -5.17258, -3.29951], [-2.85444, -4.19282, -3.80719], [-1.76916, -3.73932, -3.08480], [1.40980, -3.43416, -2.10518], [2.43710, -2.56772, -2.02133], [3.54002, -2.60086, -2.90542], [3.49053, -3.49661, -3.95058], [2.47603, -4.38895, -4.13242], [1.48427, -4.39002, -3.14088], [2.19500, -4.13207, 2.06503], [1.84857, -2.56303, 1.32870], [2.69347, -3.83652, 0.39191], [1.06104, -6.18080, 1.32154], [1.15637, -6.01830, -0.55841], [-0.41553, -6.25126, 0.38613], [-0.14595, -4.52161, 2.64759], [-1.51578, -4.26306, 1.59587], [-0.45257, -2.90010, 2.05062], [-2.26744, -5.52097, -0.14237], [-4.05562, -6.33826, -1.51448], [-4.57080, -5.58004, -3.83242], [-3.03068, -3.72268, -4.75997], [-1.11935, -2.83990, -3.43804], [2.39780, -1.86726, -1.13905], [4.37313, -1.93188, -2.73354], [4.29081, -3.59509, -4.68687], [2.34586, -4.97755, -4.98432], [0.63794, -5.00530, -3.36007]],
  "mulliken_spin": [1.35, 0.01, 0.05, 0.22, 0.50, -0.08, 0.16, 0.33, -0.01, 0.11, -0.03, 0.17, -0.06, 0.19, 0.00, 0.00, 0.00, 0.03, 0.01, 0.00, 0.02, 0.00, 0.00, -0.01, -0.02, 0.00, 0.00, 0.00, 0.00, 0.00, 0.00, 0.00, 0.42, -0.02, 0.21, -0.07, 0.15, -0.07, 0.13, -0.07, 0.11, 0.00, 0.11, -0.07, 0.15, -0.07, 0.08, 0.02, 0.00, 0.01, 0.00, 0.03, 0.01, -0.01, 0.01, 0.00, 0.06, -0.01, -0.01, 0.00, -0.01, 0.02, -0.04, 0.00, 0.00, 0.00, 0.00, 0.00, 0.00, -0.01, -0.01, -0.01, 0.00, 0.00, 0.00, 0.00, 0.01, 0.00, 0.00, 0.00, 0.00, 0.00, 0.00, 0.01, 0.00, 0.00, 0.00, 0.00, 0.00, 0.02, 0.00, 0.00, 0.00, 0.00],
  "orbital_gap_ha": [0.175, 0.203],
  "total_charge": -2,
  "spin_multiplicity": 5,
  "e_lumo_ev": [4.15, 2.85]
}